The following is a DFT calculation (ωB97M-V/def2-TZVPD) of a cluster of 2 separate species, C6H10N2O4 in total.

CARTESIAN COORDINATES (ANGSTROEM)
C -0.57547 -1.39074 -1.03548
C -1.59880 -2.22261 -0.39167
C 0.07975 1.30811 1.19372
C 0.74427 0.67243 -0.05704
C -0.04620 -0.53980 -0.18585
C 2.34077 0.43354 0.02132
N -0.53049 -0.80577 1.12094
N -3.54932 0.49957 -0.02965
O -4.54716 -0.00015 -0.59799
O -2.87972 1.49758 -0.31567
O -1.58468 -1.75728 1.02254
O -1.03521 0.50048 1.55376
H -0.46336 -1.52866 -2.04994
H -3.32516 -0.12003 0.83378
H -2.66024 -2.31624 -0.59338
H -1.11923 -3.24636 -0.46617
H 0.77971 1.39663 2.02176
H -0.47366 2.20723 0.98720
H 0.77607 1.41436 -0.97441
H 2.79811 0.16931 -0.96480
H 2.52714 -0.46336 0.65631
H 2.90545 1.43000 0.10333

As for the HOMO-LUMO gap: 0.3189 Ha. Its energy above the lowest of the compared OMol25 structures with the same formula, charge and spin is 8.846 eV. The total energy is -644.7993 Eh. As for the net charge: 0.

Atomic partial charges in e from the Mulliken method, atoms 1 to 2: number 1, C, carries -0.4903; number 2, C, carries -0.4113



The following is a DFT calculation (ωB97M-V/def2-TZVPD) of a cluster of 2 separate species, C6H10N3 in total.

CARTESIAN COORDINATES (ANGSTROEM)
C -4.02215 -0.63439 -0.07811
C -3.16289 1.62781 -0.19717
C 1.00637 -0.27179 -0.14726
C -2.93943 0.31619 -0.08161
C 3.01906 0.86409 0.72007
C 3.07115 -1.24155 -0.67648
N -4.88978 -1.38456 0.05764
N 2.29504 -0.11411 -0.15602
N -0.11908 -0.19307 -0.19418
H -2.29337 2.37122 -0.16568
H -4.09596 1.93817 -0.06171
H -5.45174 -2.15347 0.44517
H 3.79099 1.47504 0.31653
H 2.31647 1.75773 0.90255
H 3.50320 0.24145 1.51143
H 2.39203 -2.04708 -0.99321
H 3.76433 -0.85794 -1.48498
H 3.69756 -1.47401 0.21906
H -1.88180 -0.21972 0.06395

As for the HOMO-LUMO gap: 0.2775 Ha. Its energy above the lowest of the compared OMol25 structures with the same formula, charge and spin is 4.551 eV. The total energy is -398.4991 Eh. As for the net charge: +1.

Atomic partial charges in e from the Mulliken method, atoms 1 to 2: number 1, C, carries 0.2777; number 2, C, carries -0.7064



The following is a DFT calculation (ωB97M-V/def2-TZVPD) of a cluster of 3 separate species, C6H10N3 in total.

CARTESIAN COORDINATES (ANGSTROEM)
C 1.18292 0.50872 3.23394
C 1.84684 -0.36186 2.46734
C 0.13050 0.29568 1.22141
C 0.00541 1.15710 -1.64444
C -0.51383 0.02688 -1.95770
C -0.55557 -1.47507 -2.07273
N 0.17131 0.90749 2.38410
N 1.29729 -0.38796 1.20548
N -1.36109 -0.55100 -1.09111
H 1.33232 0.89858 4.17515
H 2.83092 -0.99428 2.52514
H 0.74787 1.53631 -2.40359
H -0.42422 1.72709 -0.82725
H -1.21462 -1.95197 -2.92629
H 0.31832 -2.06301 -1.75965
H 1.59000 -1.14947 0.54786
H -2.28051 -0.58601 -1.34721
H -0.91555 0.03985 0.08788
H -0.60795 1.52064 2.60099

As for the HOMO-LUMO gap: 0.3949 Ha. Its energy above the lowest of the compared OMol25 structures with the same formula, charge and spin is 4.992 eV. The total energy is -398.4828 Eh. As for the net charge: +1.

Atomic partial charges in e from the Mulliken method, atoms 1 to 2: number 1, C, carries -0.5019; number 2, C, carries -0.1863



The following is a DFT calculation (ωB97M-V/def2-TZVPD) of the ion C6H10N3 with charge +1.

CARTESIAN COORDINATES (ANGSTROEM)
C -1.40182 0.70934 -1.72027
C 0.44957 -0.65925 0.53848
C 1.10598 1.09183 -1.93813
C 1.92676 0.09051 -1.08842
C -1.49526 -0.41708 1.91844
C -2.26127 -0.74531 0.71312
N -0.24868 0.85761 -1.83630
N 1.38408 0.13525 0.25360
N -0.22489 -0.33619 1.70760
H 1.31060 2.22321 -1.79610
H 1.37402 1.01249 -2.94032
H 1.66300 -0.90265 -1.38268
H 2.90081 0.45790 -1.11296
H -2.20724 -0.24115 2.78259
H -1.62097 -1.51833 0.07355
H -2.36758 0.13577 0.01351
H -3.38725 -0.94368 0.97626
H 1.75999 0.92398 0.81922
H 0.45055 -0.20446 2.57170

As for the HOMO-LUMO gap: 0.3300 Ha. Its energy above the lowest of the compared OMol25 structures with the same formula, charge and spin is 5.144 eV. The total energy is -398.4773 Eh. As for the net charge: +1.

Atomic partial charges in e from the Mulliken method, atoms 1 to 2: number 1, C, carries -0.1723; number 2, C, carries -0.5651



The following is a DFT calculation (ωB97M-V/def2-TZVPD) of the ion C6H10N3O with charge +1.

CARTESIAN COORDINATES (ANGSTROEM)
C -0.23989 -1.59698 0.65042
C -1.41632 0.64724 -0.11647
C 2.50920 0.18754 0.39080
C -0.22622 -0.10866 0.47797
C 1.09597 0.42484 0.06715
C -2.53375 -0.18793 -0.70814
N -1.15766 0.74946 1.32383
N 1.93598 1.53540 0.03982
N 1.97475 -0.34758 -0.86568
O 0.65272 -2.31126 0.17872
H -1.23975 -2.19470 1.05032
H -1.17849 1.61816 -0.59566
H 3.39159 -0.02730 0.97484
H -2.66879 -0.97253 -0.03693
H -2.22381 -0.47678 -1.77260
H -3.42905 0.41124 -0.77980
H -0.83707 1.60709 1.58110
H 1.77715 2.24411 0.70856
H 2.18499 0.13142 -1.82086
H 1.62843 -1.33277 -0.74739

As for the HOMO-LUMO gap: 0.3669 Ha. Its energy above the lowest of the compared OMol25 structures with the same formula, charge and spin is 6.964 eV. The total energy is -473.6869 Eh. As for the net charge: +1.

Atomic partial charges in e from the Mulliken method, atoms 1 to 2: number 1, C, carries 0.2762; number 2, C, carries -0.2625



The following is a DFT calculation (ωB97M-V/def2-TZVPD) of a cluster of 2 separate species, C6H10N3O2 in total.

CARTESIAN COORDINATES (ANGSTROEM)
C 1.31073 -0.40073 -2.86400
C 0.82848 0.61988 -3.63305
C -0.66760 -1.46522 1.09639
C -1.76107 0.58011 1.38918
C 0.78825 -0.84967 1.49704
C -0.20089 1.16898 1.69640
N 1.14329 -0.05420 -1.58460
N 0.53877 1.05689 -1.51686
N -1.31177 -0.42053 0.57469
O 0.27632 1.50021 -2.70774
O 0.33555 0.17149 2.32725
H 1.67508 -1.49561 -3.12190
H 0.48330 0.64656 -4.63647
H -0.48679 -2.16924 0.42503
H -1.19216 -1.81300 1.98518
H -1.96945 0.43291 2.46117
H -2.35205 1.22169 0.75321
H 1.38183 -1.67021 2.09302
H 1.27290 -0.47750 0.61942
H 0.18862 1.47538 0.73619
H -0.28135 1.94181 2.41045

As for the HOMO-LUMO gap: 0.2829 Ha. Its energy above the lowest of the compared OMol25 structures with the same formula, charge and spin is 7.368 eV. The total energy is -548.8957 Eh. As for the net charge: +1.

Atomic partial charges in e from the Mulliken method, atoms 1 to 2: number 1, C, carries -0.1673; number 2, C, carries -0.2425



The following is a DFT calculation (ωB97M-V/def2-TZVPD) of a cluster of 2 separate species, C6H10N3OS in total.

CARTESIAN COORDINATES (ANGSTROEM)
C -2.36766 -0.16030 1.01186
C -1.33132 -0.10271 1.78796
C -2.31538 -0.02394 -0.46988
C 2.05782 -0.22511 0.07904
C -0.84603 -0.30429 -0.87639
C -0.01090 0.49499 0.09059
N -3.28427 0.01901 -1.24206
N 2.90669 0.62500 0.63733
N 2.47446 -1.36501 -0.40813
O -0.09010 0.24060 1.39695
S 0.22039 2.22622 -0.31027
H -3.33933 -0.29651 1.44587
H -1.44902 -0.08587 2.90625
H -0.62983 -1.34647 -0.75049
H -0.69965 -0.03099 -1.97300
H -3.07388 0.07068 -2.23901
H 2.55260 1.37217 1.34391
H 3.84979 0.41815 0.69457
H 1.84855 -1.87587 -1.05522
H 3.43337 -1.42403 -0.56106
H 0.09371 1.77426 -1.50884

As for the HOMO-LUMO gap: 0.3333 Ha. Its energy above the lowest of the compared OMol25 structures with the same formula, charge and spin is 3.160 eV. The total energy is -871.9671 Eh. As for the net charge: +1.

Atomic partial charges in e from the Mulliken method, atoms 1 to 2: number 1, C, carries -0.3416; number 2, C, carries -0.3711



The following is a DFT calculation (ωB97M-V/def2-TZVPD) of an isolated molecule of C6H10N4.

CARTESIAN COORDINATES (ANGSTROEM)
C 0.13891 -0.83718 -1.56714
C 0.52002 -1.43911 -0.41213
C 0.08050 -0.82599 0.86320
C -0.53008 1.13469 -0.58793
C 1.37011 -2.59270 -0.32100
C -0.77085 2.61605 -0.92171
N -0.29501 0.39897 -1.65805
N 0.04850 -1.32407 2.01140
N -0.43112 0.61570 0.60818
N -0.63031 1.35411 1.78031
H 0.50223 -1.22847 -2.61464
H 1.95214 -2.73916 -1.20494
H 0.80827 -3.60068 -0.18017
H 2.10917 -2.58954 0.61115
H 0.04359 2.75745 -1.58532
H -0.69928 3.16382 -0.01738
H -1.80112 2.58618 -1.34534
H -0.17576 -0.79044 2.84871
H -1.45353 0.93745 2.20352
H -0.78638 2.40292 1.48928

As for the HOMO-LUMO gap: 0.3086 Ha. Its energy above the lowest of the compared OMol25 structures with the same formula, charge and spin is 2.371 eV. The total energy is -453.5638 Eh. As for the net charge: 0.

Atomic partial charges in e from the Mulliken method, atoms 1 to 2: number 1, C, carries -0.2233; number 2, C, carries 0.6221



The following is a DFT calculation (ωB97M-V/def2-TZVPD) of an isolated molecule of C6H10N4.

CARTESIAN COORDINATES (ANGSTROEM)
C -1.55571 0.44794 -1.26641
C -1.78150 -1.05653 0.80093
C -0.55107 1.13160 -0.63459
C -0.72514 -0.49866 1.33442
C -2.48653 -0.44036 -0.45515
C -0.01380 0.73621 0.74283
N 2.85497 -1.04887 -0.90553
N 1.70294 -0.80284 -0.41268
N 2.55681 1.19239 0.29232
N 1.51454 0.26551 0.28325
H -1.82552 0.36925 -2.26002
H -2.52597 -1.81283 1.12592
H 0.18155 1.77226 -1.13479
H -0.25971 -0.93385 2.20455
H -3.34738 0.11224 -0.17914
H -2.73588 -1.30419 -1.03973
H 0.21745 1.49818 1.47715
H 2.82758 -1.95290 -1.34413
H 3.44399 0.57959 0.27695
H 2.50838 1.74587 1.09387

As for the HOMO-LUMO gap: 0.3243 Ha. Its energy above the lowest of the compared OMol25 structures with the same formula, charge and spin is 4.882 eV. The total energy is -453.4715 Eh. As for the net charge: 0.

Atomic partial charges in e from the Mulliken method, atoms 1 to 2: number 1, C, carries -0.4232; number 2, C, carries -0.3143



The following is a DFT calculation (ωB97M-V/def2-TZVPD) of a cluster of 2 separate species, C6H10N4O in total.

CARTESIAN COORDINATES (ANGSTROEM)
C -1.39789 0.28396 -1.16700
C -1.73756 0.62656 1.01072
C 1.17040 0.50909 1.40434
C 1.33606 1.59613 -0.91410
C 1.10434 -1.95385 -0.42756
C 0.62026 0.94821 0.28468
N -2.60555 -0.04254 -0.87203
N -2.84554 0.28995 0.49388
N -0.14448 -1.98743 -0.42318
N -0.76975 0.70778 0.02624
O -0.79201 -2.40013 0.75824
H -0.89175 0.17199 -2.07908
H -1.57663 1.06253 2.03619
H 1.98694 0.91981 1.89302
H -1.72728 -2.35783 0.50410
H 0.42723 0.09723 2.05963
H 2.22252 2.07771 -0.51537
H 1.36111 0.85298 -1.75477
H 0.83256 2.53680 -1.17331
H 1.55199 -1.68910 -1.34548
H 1.87504 -2.24986 0.20085

As for the HOMO-LUMO gap: 0.3732 Ha. Its energy above the lowest of the compared OMol25 structures with the same formula, charge and spin is 3.922 eV. The total energy is -528.7383 Eh. As for the net charge: 0.

Atomic partial charges in e from the Mulliken method, atoms 1 to 2: number 1, C, carries -0.0951; number 2, C, carries 0.0158



The following is a DFT calculation (ωB97M-V/def2-TZVPD) of an isolated molecule of C6H10N4S.

CARTESIAN COORDINATES (ANGSTROEM)
C -1.59317 0.78369 -0.36181
C -1.97422 -0.31677 0.49100
C -0.22802 0.94243 -0.21382
C 1.68537 0.20973 0.96881
C -3.33608 -0.75252 0.90652
C 2.37678 -1.21563 -1.49554
N -0.85323 -0.74806 1.12116
N 0.14606 -0.04147 0.58460
N 0.89279 1.70030 -0.60253
N 1.92740 1.40860 0.34897
S 2.84558 -1.08688 0.30255
H -2.27439 1.30349 -0.95901
H 1.89817 0.13014 2.01279
H -3.78124 -1.29534 0.00430
H -3.31864 -1.50888 1.57785
H -3.96874 0.05972 1.43285
H 1.57861 -0.54935 -1.68844
H 2.05808 -2.24996 -1.66182
H 3.14864 -0.99342 -2.17129
H 1.02818 1.98989 -1.52712
H 1.74207 2.23029 0.92998

As for the HOMO-LUMO gap: 0.3314 Ha. Its energy above the lowest of the compared OMol25 structures with the same formula, charge and spin is 3.578 eV. The total energy is -851.7226 Eh. As for the net charge: 0.

Atomic partial charges in e from the Mulliken method, atoms 1 to 2: number 1, C, carries -1.1074; number 2, C, carries 0.7297



The following is a DFT calculation (ωB97M-V/def2-TZVPD) of the ion C6H10N5 with charge +1.

CARTESIAN COORDINATES (ANGSTROEM)
C -2.10114 -1.01250 0.48305
C -2.00586 0.46048 0.77676
C -0.75323 0.75530 0.20357
C 0.39142 1.61950 0.23857
C 1.47580 0.97845 -0.33774
C 1.99481 -1.36628 0.11950
N -0.98479 -1.45819 -0.12367
N -0.25330 -0.44879 -0.27462
N -2.85677 1.35023 1.24266
N 1.33938 -0.65133 -2.05123
N 1.13513 -0.45541 -0.64440
H -2.86678 -1.80034 0.79960
H 0.34876 2.65704 0.61892
H 2.53819 1.16876 -0.36991
H 1.50214 -2.29406 0.04279
H 3.01668 -1.26453 -0.27489
H 2.01923 -1.11762 1.20462
H -3.66860 1.18124 1.78226
H -2.55056 2.26164 1.42630
H 1.80550 0.22200 -2.31613
H 0.47399 -0.78559 -2.54600

As for the HOMO-LUMO gap: 0.2996 Ha. Its energy above the lowest of the compared OMol25 structures with the same formula, charge and spin is 4.262 eV. The total energy is -508.0139 Eh. As for the net charge: +1.

Atomic partial charges in e from the Mulliken method, atoms 1 to 2: number 1, C, carries -0.3917; number 2, C, carries 0.4941